[1]
Computed, not measured: a structure of composition C35H33AgN6O9, with the ωB97M-V functional and the def2-TZVPD basis.

Values from the calculation:
**Energy above the lowest of the compared OMol25 structures with the same formula, charge and spin**: 0.0 kcal per mole
**Net charge**: -2
**Orbital gap**: 0.1811 Ha
**LUMO level**: 3.515 eV
**Multiplicity**: 1
**HOMO energy**: -1.41 eV

```
84
Properties=species:S:1:pos:R:3:forces:R:3
Ag -0.111057 2.334887 -0.675352 0.33 0.05 0.70
C -1.162944 -0.763763 4.552797 -0.03 -0.04 -0.01
O -0.276253 -1.881162 4.508851 0.07 -0.05 -0.06
C -0.376377 -2.832032 3.543913 -0.03 0.03 0.03
C 0.195261 -4.059434 3.892706 -0.02 0.02 0.00
C 0.180500 -5.134560 3.028149 0.00 0.02 0.00
C -0.412440 -5.007587 1.776989 0.01 -0.01 0.01
C -0.952539 -3.790329 1.412734 0.03 0.00 -0.02
C -0.940310 -2.685505 2.268365 0.04 -0.10 0.02
N -1.515036 -1.472905 1.805763 -0.10 0.13 0.00
C -0.741458 -0.493243 1.138865 0.06 -0.04 -0.03
N 0.540439 -0.441171 1.569928 0.04 0.04 -0.02
C 1.694566 0.308177 1.167756 -0.24 -0.19 -0.04
C 1.703779 1.368298 0.258255 0.01 0.01 -0.17
C 2.985676 1.899333 0.023027 0.00 0.04 -0.05
C 4.151700 1.448422 0.628643 -0.02 -0.06 0.05
C 4.088240 0.396966 1.534559 -0.02 0.03 0.02
C 2.855281 -0.167287 1.792065 0.09 -0.03 -0.05
O 2.740362 -1.223556 2.700069 0.06 0.08 0.12
C 3.306839 -2.439359 2.240987 -0.01 -0.08 -0.06
N -1.261476 0.274085 0.257133 0.00 0.00 0.03
C -2.608694 0.155270 -0.089582 -0.04 0.05 -0.02
C -3.505147 1.164418 0.285333 0.08 -0.04 -0.01
C -4.844536 1.089882 -0.048136 -0.05 -0.04 -0.04
C -5.325257 0.008252 -0.779360 0.00 0.04 0.03
C -4.444895 -0.974161 -1.199365 0.06 -0.01 -0.02
C -3.094519 -0.896591 -0.878431 0.04 -0.19 -0.08
O -2.283064 -1.923593 -1.322787 -0.04 0.11 0.08
C -1.092440 -1.524945 -2.024092 -0.04 0.05 0.08
H -1.063663 -0.371035 5.563025 -0.01 0.01 0.00
H -2.192058 -1.075709 4.372797 0.00 0.04 0.00
H -0.881143 0.005417 3.837452 -0.01 0.00 -0.02
H 0.640338 -4.132914 4.876055 0.02 -0.01 0.02
H 0.631077 -6.071491 3.330341 0.00 -0.02 0.01
H -0.431862 -5.838891 1.084963 0.01 -0.01 -0.01
H -1.383332 -3.644638 0.428051 -0.02 0.01 -0.01
H -2.370297 -1.631675 1.289347 0.00 0.02 0.05
H 0.796240 -1.147041 2.244802 -0.02 0.05 -0.01
H 3.077546 2.723111 -0.679986 0.00 0.00 -0.01
H 5.106915 1.910927 0.405077 0.03 0.02 -0.02
H 4.968437 0.019236 2.040869 0.02 -0.01 0.01
H 4.375116 -2.327985 2.035014 0.00 0.01 0.00
H 2.811567 -2.784897 1.329508 0.01 0.01 0.00
H 3.166257 -3.170608 3.036911 -0.01 -0.02 0.00
H -3.105788 2.020339 0.816234 0.01 0.03 0.05
H -5.508376 1.889340 0.253947 -0.02 0.01 0.01
H -6.373039 -0.057034 -1.044450 -0.02 0.01 -0.01
H -4.772872 -1.812028 -1.801429 -0.02 -0.02 -0.01
H -0.911407 -2.290739 -2.778339 0.00 -0.01 -0.03
H -0.238228 -1.463205 -1.350552 -0.08 -0.05 -0.03
H -1.226586 -0.553855 -2.503761 -0.01 0.03 -0.01
O 0.067016 2.098823 -5.271154 -0.01 0.01 -0.08
C 0.338799 1.645560 -4.150868 0.17 -0.03 0.12
O -0.132025 1.922164 -3.029513 -0.23 -0.04 -0.25
C 1.442976 0.554061 -4.135467 0.02 0.05 -0.04
C 1.743418 -0.143683 -2.969864 -0.07 0.04 -0.08
C 2.715024 -1.128484 -3.020081 0.06 -0.26 0.18
C 3.438284 -1.431856 -4.155368 -0.09 0.03 -0.01
C 3.117368 -0.709981 -5.290117 0.10 -0.08 -0.16
C 2.133897 0.263472 -5.306149 -0.05 0.05 0.11
N 3.855125 -1.016468 -6.532439 0.10 0.14 0.07
O 3.610052 -0.350717 -7.522563 0.06 -0.23 0.16
O 4.689123 -1.909836 -6.495320 -0.20 0.16 -0.11
N 2.977893 -1.950261 -1.816867 0.12 0.31 0.13
O 2.102575 -2.004147 -0.976000 0.28 -0.13 -0.19
O 4.058916 -2.518599 -1.740796 -0.35 0.02 0.01
H 1.231314 0.110927 -2.048065 0.02 0.03 0.04
H 4.196115 -2.197441 -4.156960 0.01 0.01 0.00
H 1.881726 0.816005 -6.199126 -0.01 -0.02 -0.03
C -0.851530 2.846572 2.778604 0.00 0.01 0.04
C -1.543491 3.833701 1.891971 0.08 -0.09 0.02
C -2.427482 4.842270 2.242386 -0.01 -0.01 -0.02
C -2.809750 5.468801 1.024605 -0.01 0.01 0.03
C -2.132036 4.796548 0.020240 -0.07 -0.01 -0.02
C -2.171154 5.027098 -1.456995 0.01 0.01 -0.04
N -1.365903 3.802279 0.543195 -0.04 0.07 -0.35
H -0.993973 3.110030 3.830406 0.01 0.01 0.01
H 0.219782 2.798950 2.567822 0.01 0.00 -0.01
H -1.241268 1.834510 2.629550 -0.02 -0.03 -0.02
H -2.742054 5.095440 3.245453 -0.02 0.01 0.04
H -3.482578 6.305278 0.895231 -0.03 0.03 -0.01
H -2.823471 5.870102 -1.697377 -0.01 0.01 -0.01
H -2.535823 4.147662 -1.995569 0.00 -0.01 0.01
H -1.175909 5.239789 -1.858468 0.00 0.01 0.01
```
Positions in Å, forces in eV/Å.

Mulliken population analysis, charges in e, atoms 1 to 6: number 1, Ag, carries -0.277; number 2, C, carries -0.608; number 3, O, carries -0.497; number 4, C, carries 0.311; number 5, C, carries -0.546; number 6, C, carries -0.368



[2]
Computed, not measured: a structure of composition C35H33BBr2N10O2V, with the ωB97M-V functional and the def2-TZVPD basis.

Values from the calculation:
**Energy above the lowest of the compared OMol25 structures with the same formula, charge and spin**: 0.0 kcal per mole
**Net charge**: +2
**Orbital gap (alpha / beta)**: 0.2162 / 0.2029 Ha
**LUMO level (alpha / beta)**: -7.461 / -7.673 eV
**Multiplicity**: 2
**HOMO energy (alpha / beta)**: -13.34 / -13.20 eV

```
84
Properties=species:S:1:pos:R:3:forces:R:3
V 0.309684 -0.197948 -0.479265 -0.97 0.74 -0.61
C -0.671881 2.961654 1.001206 0.01 0.02 -0.01
C -1.534760 1.754601 1.132348 0.00 0.09 0.00
C -2.742492 1.656750 1.798839 0.03 0.02 -0.03
C -3.096032 0.316955 1.737644 0.03 -0.01 -0.05
N -2.158548 -0.346078 1.064661 -0.07 -0.03 0.12
N -1.187497 0.530424 0.663515 0.34 -0.25 -0.21
B -2.010680 -1.875937 0.795679 0.01 -0.08 -0.09
N -0.604908 -2.319800 1.299146 0.01 -0.04 0.00
C -0.318256 -3.258138 2.205032 -0.04 0.06 -0.03
C 1.047083 -3.253837 2.427737 0.01 0.02 -0.01
C 1.553444 -2.247875 1.613707 0.05 -0.05 0.04
C 2.967105 -1.777433 1.532192 0.03 -0.01 0.00
N 0.539916 -1.694588 0.917053 0.06 0.19 -0.18
N -2.020861 -2.024729 -0.758056 -0.02 0.02 0.06
C -2.845002 -2.630078 -1.611693 -0.04 0.03 -0.01
C -2.395452 -2.422769 -2.902890 0.01 0.05 0.02
C -1.262364 -1.635618 -2.776619 -0.03 0.05 -0.06
C -0.405394 -1.137017 -3.889374 -0.01 -0.01 -0.02
N -1.044602 -1.378845 -1.463486 0.34 -0.13 0.08
N -3.046185 -2.673026 1.527202 -0.15 0.20 0.03
C -3.749745 -3.809723 1.263127 0.11 -0.17 0.02
C -4.384799 -4.192482 2.409643 0.02 0.03 -0.02
C -4.013499 -3.227029 3.373996 0.02 -0.02 -0.02
C -4.417808 -3.152351 4.809291 -0.01 -0.01 0.02
N -3.203870 -2.329542 2.844292 -0.03 0.01 -0.01
H -1.279352 3.860504 1.086777 -0.01 -0.01 0.01
H 0.066683 2.984063 1.805532 0.00 -0.01 0.01
H -0.149431 3.001823 0.048882 -0.01 0.00 0.01
H -3.283188 2.450082 2.284338 0.00 0.01 0.00
H -3.937934 -0.206253 2.154545 0.00 0.01 0.01
H -1.102339 -3.851255 2.644775 0.00 -0.02 0.01
H 1.599330 -3.882945 3.103453 0.01 0.00 0.00
H 3.614575 -2.484724 2.045588 0.00 0.00 0.00
H 3.322672 -1.680005 0.507081 -0.01 0.01 0.00
H 3.080339 -0.806507 2.014976 -0.01 -0.01 0.01
H -3.723089 -3.149203 -1.276040 -0.01 -0.01 0.04
H -2.840410 -2.782370 -3.813934 0.00 0.00 -0.01
H -0.946543 -1.236500 -4.827700 0.00 -0.01 0.00
H -0.138874 -0.090484 -3.761015 -0.01 0.00 0.01
H 0.511265 -1.723395 -3.975417 0.01 0.00 0.01
H -3.724877 -4.315078 0.315060 0.02 0.03 -0.04
H -5.024599 -5.047630 2.542667 -0.01 0.00 0.01
H -5.115794 -3.950136 5.052983 0.00 0.00 0.00
H -3.550047 -3.247082 5.461605 0.00 0.01 0.00
H -4.897639 -2.199255 5.028614 0.00 0.00 0.00
Br -3.858248 5.145773 -3.653286 -0.04 0.03 -0.02
C -2.538197 3.947146 -3.087309 0.10 -0.07 0.04
C -2.899427 2.695514 -2.599389 -0.03 0.11 -0.04
C -1.923469 1.816937 -2.177798 0.17 0.00 -0.01
C -0.565813 2.168093 -2.244975 -0.29 0.16 -0.12
C -0.217739 3.435641 -2.739522 0.01 -0.13 0.08
C -1.196690 4.314883 -3.153429 -0.13 0.02 -0.02
N 0.377122 1.248297 -1.785124 0.24 -0.79 0.76
C 1.759204 1.463535 -2.111790 -0.01 -0.06 -0.03
C 2.444227 0.133158 -2.337606 0.04 0.01 -0.03
C 3.534218 -0.029984 -3.163889 -0.01 -0.01 0.02
C 4.041477 -1.314669 -3.336306 0.00 0.01 -0.01
C 3.442271 -2.379194 -2.682402 -0.03 -0.01 0.02
C 2.356379 -2.131477 -1.859782 0.02 -0.01 -0.03
N 1.876160 -0.897883 -1.696698 -0.02 0.01 0.11
H -3.942713 2.415544 -2.555515 0.00 -0.01 0.00
H -2.205217 0.841929 -1.805176 -0.02 0.01 -0.01
H 0.810942 3.768936 -2.767121 0.01 0.00 0.00
H -0.926870 5.294756 -3.521755 0.01 0.00 0.00
H 1.904512 2.097682 -2.982549 -0.06 0.01 0.00
H 3.970036 0.818591 -3.673634 0.00 0.00 0.00
H 4.889718 -1.480262 -3.986937 0.00 0.00 0.00
H 3.804876 -3.389661 -2.804687 0.00 0.00 0.00
H 1.848700 -2.919306 -1.317065 0.01 -0.01 0.00
Br 5.691167 4.774336 4.325847 0.00 0.00 0.00
C 4.672767 3.867806 3.046982 -0.01 -0.01 -0.03
C 4.824075 4.188227 1.699687 0.00 0.00 0.03
C 4.072451 3.520757 0.756120 0.01 0.01 0.00
C 3.173158 2.527008 1.157947 -0.04 0.06 -0.03
C 3.028004 2.215081 2.515025 0.01 -0.01 -0.01
C 3.775383 2.884530 3.459310 0.01 0.01 0.01
C 2.375486 1.802321 0.191140 0.04 -0.03 -0.04
O 2.452568 2.213134 -1.060088 0.05 0.01 0.06
O 1.657697 0.835192 0.529782 0.30 -0.04 0.19
H 5.526869 4.954061 1.404679 0.00 0.00 -0.01
H 4.186866 3.764831 -0.290576 -0.01 0.00 0.00
H 2.322686 1.453190 2.819776 0.00 0.00 0.01
H 3.672025 2.656356 4.510415 0.00 0.00 0.00
```
Positions in Å, forces in eV/Å.

Mulliken population analysis, charges in e, atoms 1 to 6: number 1, V, carries -0.662; number 2, C, carries -1.088; number 3, C, carries 0.405; number 4, C, carries -1.795; number 5, C, carries 0.192; number 6, N, carries 0.564



[3]
Computed, not measured: a structure of composition C35H33Cl2IrN5O3, with the ωB97M-V functional and the def2-TZVPD basis.

Values from the calculation:
**Net charge**: +3
**Orbital gap (alpha / beta)**: 0.1684 / 0.1697 Ha
**LUMO level (alpha / beta)**: -11.274 / -11.242 eV
**Multiplicity**: 1
**HOMO energy (alpha / beta)**: -15.86 / -15.86 eV

```
79
Properties=species:S:1:pos:R:3:forces:R:3
Ir -0.097600 -0.835800 0.432500 1.93 3.92 0.45
C 4.257700 0.559500 -0.599200 0.62 -0.88 -0.11
O 3.366600 1.672800 -0.471400 -1.00 0.79 0.16
C 2.177000 1.195900 -0.208300 0.12 -0.34 0.01
N 2.055000 -0.082100 -0.074000 -1.54 -0.64 0.58
C 3.381000 -0.674400 -0.215900 0.80 -0.59 0.11
C 3.467800 -1.808000 -1.206800 0.08 -0.35 0.00
C 2.541400 -1.975600 -2.232500 0.20 0.17 0.33
C 2.686400 -3.021300 -3.128900 0.21 -0.32 -0.11
C 3.764500 -3.900600 -3.024400 -0.19 0.25 0.19
C 4.686200 -3.738000 -1.995500 -0.14 -0.07 -0.22
C 4.533500 -2.708000 -1.086900 -0.40 0.38 -0.01
C 1.024900 2.091600 -0.087400 0.33 0.54 -0.03
C 1.081400 3.485400 -0.141800 -0.18 -0.46 0.07
C -0.108200 4.189700 0.003400 -0.01 -0.12 -0.01
C -1.311200 3.501800 0.137300 0.16 -0.45 -0.03
C -1.272000 2.109300 0.158400 -0.18 0.58 0.13
N -0.122900 1.446700 0.068400 -0.20 -2.33 0.58
C -2.419700 1.199700 0.197100 -0.28 -0.43 0.10
N -2.222300 -0.068900 0.060800 0.89 -0.77 0.83
C -3.519300 -0.716400 -0.068700 -0.59 -0.35 -0.24
C -4.500500 0.447700 0.256700 -0.62 -0.86 0.17
O -3.656800 1.612400 0.286900 0.97 0.85 -0.20
C -3.680600 -1.947900 0.781700 -0.04 -0.10 0.06
C -2.748600 -2.306500 1.747600 0.13 0.28 -0.15
C -2.925700 -3.453900 2.502700 -0.11 -0.22 0.11
C -4.055800 -4.239900 2.319900 0.18 0.12 -0.06
C -4.974000 -3.895000 1.339000 -0.11 -0.09 0.02
C -4.794000 -2.758000 0.574500 0.28 0.17 0.04
H 5.101700 0.726000 0.071400 -0.13 -0.05 -0.08
H 4.611900 0.518900 -1.633900 -0.13 0.01 0.18
H 3.682800 -1.069300 0.763400 -0.05 0.17 -0.09
H 1.717100 -1.279000 -2.328200 -0.04 0.03 -0.12
H 1.969900 -3.145300 -3.925400 -0.07 -0.01 -0.15
H 3.886800 -4.705100 -3.733900 -0.03 -0.03 -0.07
H 5.521600 -4.414700 -1.905400 0.07 -0.06 0.01
H 5.245000 -2.594800 -0.283500 0.14 0.03 0.14
H 2.029300 3.984600 -0.288000 0.03 -0.03 0.01
H -0.101200 5.269800 0.002100 -0.01 0.07 -0.06
H -2.254500 4.020700 0.206400 -0.11 0.01 0.04
H -3.622900 -1.015300 -1.122200 -0.05 0.10 0.16
H -4.976900 0.342400 1.237600 0.18 0.05 -0.15
H -5.270500 0.607100 -0.498500 0.17 -0.03 0.04
H -1.883000 -1.667100 1.930300 -0.29 -0.16 0.23
H -2.189300 -3.731800 3.241700 0.05 0.02 0.14
H -4.223400 -5.108400 2.937300 0.03 -0.12 0.00
H -5.831000 -4.522100 1.156700 -0.16 -0.07 0.05
H -5.514400 -2.495600 -0.184000 -0.15 -0.01 -0.15
C 1.155000 -0.775700 7.238900 0.04 0.26 1.02
N 0.969600 -1.138900 5.865400 0.60 -1.33 -0.51
N 0.414500 -0.321000 4.945300 0.00 -0.42 -2.17
C 0.539200 -0.902000 3.684300 1.31 -1.93 2.67
O 0.116200 -0.322200 2.655400 -1.36 1.59 -4.04
C 1.185800 -2.139500 3.903700 -0.29 0.59 -0.42
C 1.448700 -2.246700 5.250600 -0.51 0.81 0.32
C 2.112800 -3.324800 6.003300 0.18 -0.14 0.24
C -0.257500 0.874500 5.231500 -0.64 1.10 0.35
C -1.184700 0.937400 6.274500 0.21 -0.16 -0.50
C -1.825700 2.131300 6.537200 0.00 0.32 -0.05
C -1.548800 3.258800 5.772700 0.07 -0.12 -0.06
C -0.648400 3.182100 4.715300 -0.22 0.03 0.23
C -0.001900 1.994800 4.437700 0.10 -0.38 0.32
H 1.186700 0.309800 7.336800 0.05 -0.15 -0.01
H 2.097800 -1.190500 7.595200 -0.05 0.08 -0.11
H 0.352200 -1.168800 7.868000 0.05 0.08 -0.07
H 1.435500 -2.862400 3.156600 0.09 -0.17 -0.09
H 2.262600 -4.193600 5.371000 -0.02 -0.05 -0.03
H 1.515200 -3.611200 6.866700 0.00 -0.10 0.04
H 3.088700 -3.003600 6.369300 0.05 0.01 0.01
H -1.421200 0.058300 6.852700 0.00 -0.10 0.07
H -2.545200 2.184300 7.340000 -0.02 0.02 0.07
H -2.024900 4.197400 6.005300 -0.10 0.09 0.01
H -0.429000 4.058300 4.126600 0.01 0.14 -0.05
H 0.721400 1.931000 3.640100 0.11 0.00 -0.04
Cl -1.028200 -2.620600 -1.518900 0.13 0.42 -0.30
C -0.328800 -3.993300 -0.644400 -0.48 -0.48 -0.44
Cl 0.705500 -3.325400 0.612900 -0.17 1.01 0.61
H 0.270200 -4.589700 -1.332400 0.04 0.16 0.12
H -1.125300 -4.577900 -0.178400 0.10 0.24 -0.08
```
Positions in Å, forces in eV/Å.

Mulliken population analysis, charges in e, atoms 1 to 6: number 1, Ir, carries 3.141; number 2, C, carries -0.546; number 3, O, carries -0.402; number 4, C, carries 0.305; number 5, N, carries -0.138; number 6, C, carries -0.269